[1]
7
Properties=species:S:1:pos:R:3 method="wB97M-V/def2-TZVPD" homo_lumo_gap_ha=0.320 relative_energy_kcal_mol=21.6 smiles="O=CC(O)=S" e_lumo_ev=-0.81 multiplicity=1
O -0.842 -0.285 -1.461
C -1.234 0.176 0.808
H -0.028 -0.365 -1.988
C -0.188 -0.072 -0.379
S 1.475 -0.079 -0.266
H -2.293 0.052 0.496
O -0.751 0.404 1.858


[2]
7
Properties=species:S:1:pos:R:3 method="wB97M-V/def2-TZVPD" homo_lumo_gap_ha="0.274 / 0.275" relative_energy_kcal_mol=70.4 smiles="C=C=O.O=S" e_lumo_ev="-0.86 / -0.86" multiplicity=1
O -1.501 -1.272 -0.265
O -0.914 1.186 0.100
S -2.644 -0.416 -0.038
C 0.148 0.706 0.034
C 1.287 0.088 0.006
H 1.667 -0.144 1.000
H 1.957 -0.147 -0.837


| no. | strongest force on any atom (eV Å⁻¹) |
| --- | --- |
| 1 | 3.6 |
| 2 | 2.6 |